<1>
C6H14N2O2S | ωB97M-V/def2-TZVPD

Gap between HOMO and LUMO: 0.384 Eh
SMILES: C=C[C@](C)(N)[C@H](C)S(N)(=O)=O

Geometry (Å):
C (2.28, -1.26, -1.17)
C (1.20, -0.50, -1.10)
C (-0.55, -1.82, 0.94)
C (0.55, 1.77, -0.35)
C (-0.60, -0.33, 0.77)
C (0.81, 0.34, 0.08)
N (1.74, 0.34, 1.20)
N (-2.41, 1.65, 0.15)
O (-1.70, 0.06, -1.68)
O (-3.13, -0.77, 0.13)
S (-2.03, 0.06, -0.29)
H (2.50, -1.83, -2.06)
H (2.98, -1.35, -0.37)
H (0.51, -0.44, -1.93)
H (0.18, -2.12, 1.69)
H (-0.31, -2.31, -0.01)
H (-1.54, -2.16, 1.25)
H (0.16, 2.35, 0.48)
H (-0.16, 1.80, -1.17)
H (1.48, 2.22, -0.68)
H (-0.77, 0.21, 1.69)
H (1.92, -0.60, 1.51)
H (2.62, 0.76, 0.92)
H (-2.45, 2.25, -0.66)
H (-3.27, 1.69, 0.66)

Atom charges from the natural (NBO) analysis, given in e for atoms 1 to 2: C -0.40; C -0.21


<2>
C6H14N2O2S | ωB97M-V/def2-TZVPD

Gap between HOMO and LUMO (spin up / spin down): 0.243 / 0.243 Eh

Geometry (Å):
C (0.39, -1.06, -1.99)
C (1.69, -0.70, -1.29)
C (-0.53, 0.10, -2.11)
C (1.35, -0.11, 0.04)
C (-0.85, 0.62, -0.74)
C (0.50, 1.18, -0.13)
N (-1.00, -1.49, 2.29)
N (-2.49, 0.50, 2.41)
O (-0.18, 0.57, 3.74)
O (0.30, 1.72, 1.11)
S (-1.05, -0.01, 2.49)
H (0.62, -1.26, -3.04)
H (-0.04, -1.82, -1.30)
H (2.16, -1.66, -1.12)
H (2.25, 0.14, -1.84)
H (0.02, 0.91, -2.63)
H (-1.35, -0.15, -2.72)
H (0.87, -0.76, 0.79)
H (2.26, 0.32, 0.53)
H (-1.63, 1.46, -0.61)
H (-1.06, -0.23, -0.19)
H (0.95, 1.96, -0.88)
H (-0.27, -2.14, 2.22)
H (-2.87, 0.43, 1.50)
H (0.00, 1.48, 3.47)

Atom charges from the natural (NBO) analysis, given in e for atoms 1 to 2: C -0.40; C -0.41


What should be chosen as the most stable of them? Choose <1>.


<1>
C23H29N3O4 | ωB97M-V/def2-TZVPD

Gap between HOMO and LUMO: 0.336 Eh
SMILES: COCCC(=O)N1CCC(Oc2ccc(C(=O)NCc3cccc(C)n3)cc2)CC1

Geometry (Å):
C (5.79, -1.98, 2.83)
O (6.23, -2.55, 1.63)
C (5.30, -2.46, 0.57)
C (5.14, -1.04, 0.01)
C (4.00, -0.29, 0.68)
O (3.17, -0.85, 1.37)
N (3.96, 1.06, 0.47)
C (4.74, 1.80, -0.48)
H (4.87, 2.81, -0.08)
C (4.02, 1.87, -1.84)
H (4.32, 1.03, -2.47)
H (4.28, 2.79, -2.35)
C (2.50, 1.78, -1.63)
C (2.12, 2.49, -0.33)
H (1.04, 2.52, -0.20)
C (2.76, 1.77, 0.87)
H (3.00, 2.49, 1.66)
H (2.07, 1.02, 1.28)
H (2.48, 3.52, -0.39)
H (1.99, 2.25, -2.48)
O (2.19, 0.40, -1.59)
C (0.90, -0.03, -1.57)
C (-0.21, 0.75, -1.87)
C (-1.48, 0.20, -1.84)
C (-1.66, -1.14, -1.52)
C (-0.54, -1.92, -1.23)
C (0.72, -1.37, -1.25)
H (1.59, -1.96, -1.01)
H (-0.69, -2.96, -1.00)
C (-3.00, -1.80, -1.50)
O (-3.14, -2.99, -1.69)
N (-4.04, -0.97, -1.27)
H (-3.90, -0.05, -0.88)
C (-5.38, -1.48, -1.09)
C (-6.09, -0.73, 0.01)
N (-5.49, 0.35, 0.48)
C (-6.06, 1.06, 1.44)
C (-7.29, 0.70, 1.98)
C (-7.93, -0.43, 1.50)
C (-7.32, -1.17, 0.49)
H (-7.78, -2.06, 0.09)
H (-8.88, -0.74, 1.90)
H (-7.73, 1.30, 2.76)
C (-5.32, 2.27, 1.91)
H (-5.16, 2.22, 2.99)
H (-5.91, 3.17, 1.71)
H (-4.37, 2.35, 1.41)
H (-5.31, -2.55, -0.86)
H (-5.96, -1.37, -2.02)
H (-2.32, 0.82, -2.11)
H (-0.10, 1.79, -2.15)
H (5.74, 1.36, -0.60)
H (4.92, -1.09, -1.05)
H (6.09, -0.52, 0.15)
H (5.70, -3.13, -0.20)
H (4.32, -2.83, 0.90)
H (4.81, -2.36, 3.12)
H (5.72, -0.88, 2.77)
H (6.53, -2.25, 3.59)

Atom charges from the natural (NBO) analysis, given in e for atoms 1 to 2: C -0.25; O -0.54


<2>
C23H29N3O4 | ωB97M-V/def2-TZVPD

Gap between HOMO and LUMO: 0.202 Eh

Geometry (Å):
C (4.56, 1.22, 2.47)
C (3.39, 0.33, 2.78)
O (2.21, 1.17, 2.91)
C (1.05, 0.48, 3.02)
C (-0.05, 1.41, 3.27)
N (-1.16, 0.98, 3.97)
O (-1.92, 1.85, 4.51)
O (-1.45, -0.25, 3.99)
O (1.01, -0.74, 2.87)
H (5.46, 0.60, 2.31)
H (4.38, 1.80, 1.56)
H (4.77, 1.91, 3.29)
H (3.25, -0.41, 1.98)
H (3.54, -0.21, 3.73)
H (0.18, 2.47, 3.28)
C (-5.97, 4.83, 1.88)
N (-6.07, 3.46, 1.41)
C (-7.24, 3.21, 0.58)
C (-4.91, 2.69, 1.25)
C (-4.60, 1.67, 2.18)
C (-3.45, 0.93, 2.03)
C (-2.50, 1.22, 1.02)
C (-1.25, 0.52, 0.97)
C (-0.44, 0.54, -0.16)
C (0.72, -0.21, -0.27)
C (1.55, -0.20, -1.44)
C (2.63, -1.11, -1.57)
C (3.47, -1.07, -2.66)
C (3.27, -0.10, -3.68)
N (4.17, -0.02, -4.75)
C (3.87, -0.59, -6.05)
C (5.19, 1.01, -4.79)
C (2.17, 0.77, -3.59)
C (1.33, 0.73, -2.49)
C (-2.83, 2.24, 0.08)
C (-4.02, 2.93, 0.17)
H (-5.08, 4.95, 2.50)
H (-5.93, 5.54, 1.04)
H (-6.86, 5.06, 2.47)
H (-7.26, 2.16, 0.27)
H (-8.13, 3.44, 1.18)
H (-7.25, 3.86, -0.31)
H (-5.28, 1.49, 3.01)
H (-3.28, 0.08, 2.69)
H (-1.03, -0.20, 1.75)
H (-0.75, 1.14, -1.01)
H (1.01, -0.87, 0.55)
H (2.78, -1.85, -0.78)
H (4.30, -1.77, -2.77)
H (3.11, -1.37, -5.96)
H (3.53, 0.17, -6.76)
H (4.79, -1.03, -6.46)
H (5.38, 1.39, -3.78)
H (6.11, 0.57, -5.20)
H (4.90, 1.84, -5.45)
H (2.00, 1.49, -4.39)
H (0.50, 1.44, -2.44)
H (-2.13, 2.49, -0.72)
H (-4.29, 3.68, -0.58)

Atom charges from the natural (NBO) analysis, given in e for atoms 1 to 2: C -0.62; C -0.07


What should be chosen as the most stable of them? Choose <1>.


<1>
ArH24O12 | ωB97M-V/def2-TZVPD

Gap between HOMO and LUMO: 0.335 Eh

Geometry (Å):
Ar (0.29, 0.35, -0.10)
O (2.74, 2.58, -0.63)
H (3.25, 3.10, 0.00)
H (2.87, 1.67, -0.36)
O (-1.24, 0.81, 3.91)
H (-0.53, 1.30, 4.33)
H (-0.79, 0.12, 3.42)
O (0.14, -2.27, -2.60)
H (0.15, -2.51, -1.67)
H (-0.31, -3.00, -3.03)
O (-3.42, 1.04, 0.27)
H (-4.16, 1.57, -0.03)
H (-3.33, 1.26, 1.20)
O (0.22, -2.85, 0.30)
H (-0.21, -2.33, 0.98)
H (-0.22, -3.70, 0.34)
O (-0.21, -1.55, 3.09)
H (-0.87, -2.10, 3.51)
H (0.52, -1.54, 3.71)
O (3.96, 0.23, 0.33)
H (3.56, -0.52, 0.76)
H (4.33, -0.13, -0.48)
O (-1.10, -0.17, -3.54)
H (-0.68, -0.94, -3.16)
H (-1.86, -0.51, -4.00)
O (0.63, 3.56, -2.19)
H (1.15, 3.17, -1.48)
H (-0.21, 3.76, -1.78)
O (-1.42, 3.27, -0.29)
H (-2.01, 2.52, -0.25)
H (-1.92, 3.99, 0.09)
O (-2.68, -1.21, -0.98)
H (-2.89, -0.45, -0.44)
H (-2.05, -0.89, -1.62)
O (2.91, -2.41, 1.13)
H (1.99, -2.58, 0.93)
H (3.38, -2.66, 0.34)

Atom charges from the natural (NBO) analysis, given in e for atoms 1 to 2: Ar 0.00; O -0.97


<2>
ArH24O12 | ωB97M-V/def2-TZVPD

Gap between HOMO and LUMO: 0.355 Eh

Geometry (Å):
Ar (0.57, -0.05, 0.15)
O (-1.71, -2.03, -2.17)
H (-0.86, -2.17, -1.74)
H (-2.07, -1.27, -1.72)
O (-0.85, -3.70, 0.42)
H (-0.81, -4.35, -0.28)
H (-1.77, -3.45, 0.47)
O (3.78, 2.32, -1.67)
H (3.58, 1.43, -1.97)
H (2.97, 2.61, -1.24)
O (-0.38, -0.59, 4.29)
H (-0.14, -1.38, 4.77)
H (-0.98, -0.89, 3.61)
O (-2.00, -1.45, 2.10)
H (-1.46, -2.11, 1.66)
H (-1.95, -0.68, 1.53)
O (3.81, -0.60, -1.84)
H (3.68, -0.89, -0.94)
H (4.76, -0.66, -1.97)
O (-2.62, 1.23, 1.63)
H (-2.78, 0.96, 0.73)
H (-3.42, 0.99, 2.10)
O (0.19, 1.89, -3.95)
H (0.37, 1.94, -3.01)
H (-0.24, 2.72, -4.16)
O (0.97, 2.97, -1.46)
H (0.95, 3.86, -1.83)
H (0.23, 2.95, -0.85)
O (3.17, -2.15, 0.40)
H (3.08, -1.54, 1.13)
H (2.96, -3.00, 0.77)
O (-2.76, 0.17, -1.03)
H (-2.70, 0.90, -1.65)
H (-3.70, 0.01, -0.95)
O (-0.36, 2.30, 2.85)
H (-0.36, 1.59, 3.48)
H (-1.14, 2.15, 2.32)

Atom charges from the natural (NBO) analysis, given in e for atoms 1 to 2: Ar 0.00; O -0.97


What should be chosen as the most stable of them? Choose <1>.


<1>
C17H21ClN2O2 | ωB97M-V/def2-TZVPD

Gap between HOMO and LUMO: 0.361 Eh
SMILES: O=C(NCCC1=CCCCC1)C(=O)NCc1ccccc1Cl

Geometry (Å):
O (-0.31, -1.97, -1.40)
C (-1.22, -1.16, -1.53)
N (-2.51, -1.37, -1.29)
H (-3.10, -0.55, -1.37)
C (-3.02, -2.52, -0.58)
H (-2.28, -3.32, -0.70)
H (-3.97, -2.83, -1.03)
C (-3.22, -2.20, 0.91)
C (-1.94, -1.70, 1.52)
C (-1.71, -0.41, 1.68)
C (-0.43, 0.16, 2.21)
C (0.70, -0.87, 2.17)
C (0.20, -2.19, 2.73)
C (-0.90, -2.75, 1.83)
H (-1.37, -3.62, 2.29)
H (-0.45, -3.08, 0.88)
H (1.01, -2.91, 2.81)
H (-0.20, -2.03, 3.74)
H (1.56, -0.51, 2.73)
H (1.00, -1.03, 1.13)
H (-0.16, 1.05, 1.64)
H (-0.58, 0.49, 3.25)
H (-2.48, 0.32, 1.45)
H (-4.00, -1.44, 1.01)
H (-3.56, -3.10, 1.42)
C (-0.95, 0.26, -2.03)
O (-1.83, 1.10, -2.09)
N (0.33, 0.43, -2.38)
H (0.93, -0.38, -2.26)
C (0.89, 1.68, -2.81)
C (1.87, 2.27, -1.83)
C (2.01, 1.76, -0.54)
C (2.91, 2.32, 0.35)
C (3.68, 3.41, -0.03)
C (3.55, 3.93, -1.31)
C (2.65, 3.36, -2.19)
Cl (2.50, 4.04, -3.78)
H (4.15, 4.78, -1.62)
H (4.38, 3.85, 0.66)
H (3.00, 1.91, 1.34)
H (1.41, 0.92, -0.24)
H (0.05, 2.37, -2.95)
H (1.39, 1.55, -3.78)

Atom charges from the natural (NBO) analysis, given in e for atoms 1 to 2: O -0.64; C 0.60


<2>
C17H21ClN2O2 | ωB97M-V/def2-TZVPD

Gap between HOMO and LUMO: 0.333 Eh
SMILES: CCCCCCN1N=C(C)[C@@H](C(=O)c2ccc(Cl)cc2)C1=O

Geometry (Å):
C (-4.84, -0.45, -0.96)
C (-3.55, -1.23, -0.74)
C (-3.23, -1.37, 0.75)
C (-1.97, -2.18, 1.03)
C (-0.70, -1.46, 0.57)
C (0.57, -2.18, 1.01)
N (1.74, -1.45, 0.59)
C (2.33, -0.43, 1.29)
O (2.04, -0.09, 2.41)
C (3.41, 0.12, 0.36)
C (3.18, -0.74, -0.86)
N (2.24, -1.60, -0.67)
C (3.95, -0.63, -2.11)
H (3.57, -1.32, -2.85)
H (5.00, -0.86, -1.92)
H (3.91, 0.39, -2.49)
C (3.28, 1.62, 0.12)
O (4.25, 2.33, 0.04)
C (1.89, 2.13, 0.06)
C (1.61, 3.32, 0.75)
C (0.32, 3.82, 0.79)
C (-0.69, 3.14, 0.12)
C (-0.42, 1.99, -0.60)
C (0.86, 1.49, -0.62)
H (1.07, 0.60, -1.20)
H (-1.21, 1.49, -1.14)
Cl (-2.31, 3.75, 0.17)
H (0.10, 4.72, 1.34)
H (2.41, 3.82, 1.27)
H (4.41, -0.05, 0.77)
H (0.61, -2.25, 2.10)
H (0.62, -3.18, 0.57)
H (-0.70, -1.37, -0.52)
H (-0.69, -0.45, 0.99)
H (-1.89, -2.35, 2.10)
H (-2.03, -3.15, 0.54)
H (-4.08, -1.86, 1.24)
H (-3.13, -0.38, 1.19)
H (-3.65, -2.23, -1.18)
H (-2.74, -0.72, -1.25)
H (-5.06, -0.36, -2.02)
H (-5.68, -0.95, -0.48)
H (-4.76, 0.55, -0.54)

Atom charges from the natural (NBO) analysis, given in e for atoms 1 to 2: C -0.60; C -0.39


What should be chosen as the most stable of them? Choose <1>.


<1>
C3H14O5 | ωB97M-V/def2-TZVPD

Gap between HOMO and LUMO: 0.385 Eh
SMILES: CCC=O.O.O.O.O

Geometry (Å):
O (0.94, -1.94, 0.32)
C (1.69, -1.44, -0.49)
C (2.42, -0.18, -0.16)
C (3.72, -0.47, 0.58)
H (1.77, -1.94, -1.46)
H (1.87, 0.61, 0.34)
H (2.58, 0.36, -1.07)
H (4.58, -0.74, -0.04)
H (3.63, -1.22, 1.37)
H (4.05, 0.44, 1.04)
H (-2.07, 1.78, -0.64)
H (-3.09, 2.64, 0.17)
O (-3.00, 1.92, -0.46)
H (-1.11, -1.44, -0.20)
H (-2.37, -0.95, -0.83)
O (-1.41, -1.02, -1.01)
H (-0.01, 1.71, 0.30)
H (-0.97, 1.04, 1.39)
O (-0.52, 1.83, 1.10)
H (-4.81, -0.44, -0.61)
H (-3.85, 0.13, 0.43)
O (-4.05, -0.67, -0.06)

Atom charges from the natural (NBO) analysis, given in e for atoms 1 to 2: O -0.55; C 0.45


<2>
C3H14O5 | ωB97M-V/def2-TZVPD

Gap between HOMO and LUMO: 0.365 Eh
SMILES: CCC=O.O.O.O.O

Geometry (Å):
O (1.08, 0.23, 3.34)
C (0.15, 0.08, 2.62)
C (0.46, -0.66, 1.35)
C (0.78, -2.07, 1.74)
H (-0.94, 0.40, 2.90)
H (1.37, -0.18, 0.95)
H (-0.39, -0.77, 0.55)
H (1.87, -2.29, 1.84)
H (0.40, -2.92, 1.00)
H (0.29, -2.25, 2.77)
H (-1.82, -0.17, -1.98)
H (-2.44, -1.46, -1.67)
O (-1.78, -1.05, -2.13)
H (1.52, 2.20, -1.44)
H (1.64, 3.38, -0.69)
O (1.73, 2.47, -0.56)
H (1.66, 0.71, -3.06)
H (0.51, -0.16, -2.41)
O (0.70, 0.72, -2.89)
H (-1.63, 1.40, -0.38)
H (-2.66, 1.42, -1.36)
O (-2.51, 0.97, -0.48)

Atom charges from the natural (NBO) analysis, given in e for atoms 1 to 2: O -0.52; C 0.44


What should be chosen as the most stable of them? Choose <1>.


<1>
H5N2OP | ωB97M-V/def2-TZVPD

Gap between HOMO and LUMO (spin up / spin down): 0.312 / 0.234 Eh

Geometry (Å):
N (-2.12, -0.34, 0.38)
N (1.15, 1.65, 0.43)
O (-0.95, 0.49, 0.39)
P (0.34, 0.41, -0.40)
H (-2.87, 0.17, 0.82)
H (0.53, -3.52, -1.62)
H (2.06, 1.85, -0.03)
H (0.75, 2.29, 1.24)
H (1.12, -2.99, -1.19)

Atom charges from the natural (NBO) analysis, given in e for atoms 1 to 2: N -0.45; N -1.21


<2>
H5N2OP | ωB97M-V/def2-TZVPD

Gap between HOMO and LUMO (spin up / spin down): 0.258 / 0.333 Eh

Geometry (Å):
N (1.67, -0.50, 0.24)
N (-2.01, 0.29, 0.66)
O (0.43, -0.01, 0.51)
P (-0.72, 0.15, -0.50)
H (2.10, -0.69, 1.23)
H (1.62, -0.12, -2.11)
H (-2.80, 0.85, 0.41)
H (-2.12, -0.49, 1.33)
H (1.83, 0.52, -1.77)

Atom charges from the natural (NBO) analysis, given in e for atoms 1 to 2: N -0.32; N -1.19


What should be chosen as the most stable of them? Choose <2>.